[1]
The following is a quantum chemistry calculation of a single C6H7N3S molecule in a non-equilibrium geometry, from the OMol25 dataset.

Each line ends with the Mulliken charge.
CARTESIAN COORDINATES (ANGSTROEM)
C1 1.737 -1.649 -1.305  0.405
C2 -2.144 0.164 1.722  -0.152
C3 0.199 0.309 -1.482  -0.580
C4 0.471 1.329 -0.336  -0.458
C5 0.519 -1.095 -1.076  -0.530
C6 0.229 -0.404 1.339  -0.293
N1 2.751 -2.257 -1.503  -0.573
N2 -1.511 0.983 0.941  -0.806
N3 -0.187 0.798 0.810  0.665
S1 -1.080 -1.187 2.289  -0.107
H1 -3.074 0.449 2.199  0.422
H2 -0.880 0.194 -1.756  0.260
H3 0.621 0.767 -2.308  0.516
H4 1.576 1.532 -0.019  0.290
H5 0.025 2.345 -0.408  0.271
H6 -0.384 -1.782 -0.984  0.336
H7 1.132 -0.498 1.876  0.332

## Properties
- F_max: 6.31 eV Å⁻¹
- Energy relative to the best compared isomer or geometry (same formula, charge and spin): 76.5 kcal/mol
- Kohn-Sham gap (spin up / spin down): 6.71 / 7.21 eV


[2]
The following is a quantum chemistry calculation of a molecular structure, C9H12HgN2O4S in a non-equilibrium geometry, from the OMol25 dataset.

Each line ends with the Mulliken charge.
CARTESIAN COORDINATES (ANGSTROEM)
Hg1 -0.408 0.741 -3.274  1.094
O1 2.125 0.893 -5.534  -0.041
C1 1.096 0.879 -5.029  0.207
C2 -2.176 -1.162 -2.219  0.060
O2 -2.729 -2.131 -2.033  -0.053
C3 -1.718 2.507 -1.439  -0.008
O3 -2.156 3.565 -1.345  -0.113
C4 -2.517 1.201 -4.717  0.136
O4 -3.414 1.392 -5.395  -0.015
C5 2.298 -1.906 2.664  -1.126
C6 2.057 -0.581 1.983  -0.341
N1 1.715 -0.847 0.539  -0.244
C7 0.930 0.036 -0.170  0.547
S1 1.596 0.657 -1.641  -0.346
N2 -0.285 0.340 0.280  0.370
C8 -1.008 -0.339 1.385  -0.303
C9 -1.486 0.655 2.418  -1.190
H1 1.445 -2.578 2.525  0.300
H2 2.475 -1.738 3.728  0.378
H3 3.177 -2.387 2.233  0.346
H4 1.257 -0.014 2.454  0.167
H5 2.959 0.049 2.017  0.394
H6 2.587 -1.006 0.027  0.343
H7 -0.797 1.049 -0.253  -0.212
H8 -1.850 -0.902 0.945  0.331
H9 -0.342 -1.095 1.814  0.241
H10 -2.235 1.323 1.995  0.392
H11 -1.939 0.133 3.261  0.358
H12 -0.659 1.268 2.782  0.328

## Properties
- Total charge: +2
- F_max: 4.78 eV Å⁻¹
- Kohn-Sham gap: 7.65 eV